No. 1
{"formula": "C47H48N3O", "method": "wB97M-V/def2-TZVPD", "symbols": ["C", "C", "C", "C", "C", "C", "N", "C", "C", "C", "C", "C", "C", "C", "C", "C", "C", "O", "N", "C", "C", "C", "C", "C", "C", "C", "C", "C", "C", "C", "C", "C", "C", "H", "H", "H", "H", "H", "H", "H", "H", "H", "H", "H", "H", "H", "H", "H", "H", "H", "H", "H", "H", "H", "H", "H", "H", "H", "H", "H", "H", "H", "H", "H", "H", "C", "C", "N", "C", "C", "C", "C", "C", "C", "C", "C", "C", "C", "C", "C", "C", "C", "C", "H", "H", "H", "H", "H", "H", "H", "H", "H", "H", "H", "H", "H", "H", "H", "H"], "coordinates": [[-6.995, 0.994, -1.261], [-5.603, 1.179, -0.735], [-4.526, 1.241, -1.619], [-3.230, 1.523, -1.179], [-2.203, 1.837, -2.222], [-3.001, 1.546, 0.210], [-1.673, 1.591, 0.736], [-0.714, 0.637, 0.603], [-0.686, -0.354, -0.480], [-1.567, -1.517, -0.488], [-1.570, -2.265, -1.768], [-2.621, -1.709, 0.464], [-2.387, -1.539, 1.841], [-3.411, -1.725, 2.766], [-4.706, -2.021, 2.329], [-4.955, -2.208, 0.967], [-3.918, -2.128, 0.047], [0.119, -0.176, -1.430], [0.449, 1.151, 1.103], [1.756, 0.693, 0.776], [2.062, -0.680, 0.875], [1.134, -1.680, 1.477], [3.287, -1.116, 0.361], [4.261, -0.209, -0.053], [5.636, -0.691, -0.409], [3.935, 1.143, -0.135], [2.655, 1.604, 0.199], [2.258, 2.988, -0.203], [0.131, 2.334, 1.776], [-1.163, 2.599, 1.565], [-4.065, 1.512, 1.125], [-3.862, 1.591, 2.602], [-5.359, 1.318, 0.628], [-7.707, 0.883, -0.436], [-7.305, 1.861, -1.863], [-7.066, 0.109, -1.908], [-4.695, 1.121, -2.688], [-1.403, 2.498, -1.871], [-1.748, 0.934, -2.648], [-2.711, 2.352, -3.053], [-1.955, -3.283, -1.627], [-2.241, -1.765, -2.499], [-0.560, -2.291, -2.197], [-1.370, -1.308, 2.164], [-3.189, -1.619, 3.829], [-5.514, -2.116, 3.057], [-5.966, -2.435, 0.620], [-4.094, -2.312, -1.018], [1.686, -2.598, 1.695], [0.688, -1.320, 2.412], [0.336, -2.003, 0.799], [3.484, -2.185, 0.308], [6.308, 0.156, -0.573], [6.059, -1.315, 0.389], [5.628, -1.297, -1.325], [4.669, 1.856, -0.506], [3.129, 3.469, -0.662], [1.459, 2.993, -0.960], [1.944, 3.617, 0.635], [0.883, 2.907, 2.291], [-1.765, 3.448, 1.855], [-4.843, 1.500, 3.085], [-3.247, 0.763, 2.983], [-3.419, 2.541, 2.925], [-6.186, 1.267, 1.334], [2.769, -0.387, 8.191], [1.945, -1.604, 8.165], [1.593, -2.232, 9.314], [1.849, -1.719, 10.652], [0.917, -3.419, 9.047], [0.910, -3.596, 7.645], [0.469, -4.814, 7.132], [0.066, -5.827, 8.023], [0.077, -5.611, 9.411], [0.508, -4.395, 9.952], [1.521, -2.403, 7.060], [1.799, -2.229, 5.678], [2.625, -3.159, 4.979], [3.205, -4.317, 5.579], [3.813, -5.286, 4.801], [3.971, -5.094, 3.422], [3.548, -3.890, 2.842], [2.958, -2.915, 3.624], [3.195, -0.233, 7.196], [2.194, 0.514, 8.444], [3.579, -0.476, 8.930], [1.393, -2.386, 11.387], [2.921, -1.631, 10.863], [1.397, -0.728, 10.768], [0.470, -4.980, 6.053], [-0.261, -6.793, 7.628], [-0.248, -6.405, 10.080], [0.592, -4.218, 11.027], [1.475, -1.304, 5.189], [3.178, -4.431, 6.665], [4.186, -6.200, 5.260], [4.444, -5.856, 2.804], [3.694, -3.735, 1.772], [2.715, -1.920, 3.235]], "largest_force_ev_per_a": 5.01, "charge": 1, "de_lowest_kj_mol": 168.83, "lumo_ev": -5.369, "e_homo_ha": -0.28136, "multiplicity": 1, "gap_ev": 2.29}

=====

No. 2
{"formula": "C47H48N5OP2PdSi", "method": "wB97M-V/def2-TZVPD", "symbols": ["Pd", "C", "Si", "C", "C", "C", "C", "C", "C", "P", "C", "C", "C", "C", "C", "C", "C", "C", "C", "C", "C", "C", "C", "C", "C", "C", "C", "C", "P", "C", "C", "C", "C", "C", "C", "C", "C", "C", "C", "C", "C", "H", "H", "H", "H", "H", "H", "H", "H", "H", "H", "H", "H", "H", "H", "H", "H", "H", "H", "H", "H", "H", "H", "H", "H", "H", "H", "H", "H", "H", "H", "H", "C", "N", "C", "C", "C", "N", "C", "C", "O", "H", "H", "H", "H", "H", "H", "H", "H", "H", "H", "H", "H", "N", "C", "C", "N", "C", "C", "N", "H", "H", "H", "H", "H"], "coordinates": [[0.400, 0.503, -0.658], [-2.085, 3.144, -1.610], [-1.731, 1.492, -0.861], [-2.700, 0.184, -1.815], [-4.035, 0.455, -2.163], [-4.796, -0.449, -2.893], [-4.238, -1.659, -3.288], [-2.918, -1.945, -2.965], [-2.133, -1.027, -2.255], [-0.373, -1.414, -1.892], [-0.478, -3.135, -1.281], [-1.549, -3.527, -0.476], [-1.610, -4.818, 0.035], [-0.591, -5.725, -0.230], [0.488, -5.338, -1.013], [0.546, -4.049, -1.535], [0.507, -1.591, -3.486], [1.896, -1.462, -3.437], [2.663, -1.561, -4.592], [2.042, -1.769, -5.818], [0.661, -1.894, -5.880], [-0.104, -1.811, -4.720], [-2.150, 1.700, 0.962], [-3.481, 1.735, 1.397], [-3.804, 2.027, 2.716], [-2.791, 2.321, 3.621], [-1.464, 2.292, 3.208], [-1.126, 1.962, 1.891], [0.638, 1.893, 1.340], [1.142, 3.657, 1.241], [0.347, 4.719, 1.672], [0.800, 6.032, 1.562], [2.050, 6.304, 1.022], [2.846, 5.258, 0.574], [2.387, 3.949, 0.672], [1.562, 1.265, 2.806], [1.007, 0.332, 3.683], [1.756, -0.184, 4.736], [3.080, 0.198, 4.914], [3.647, 1.111, 4.037], [2.895, 1.638, 2.994], [-3.134, 3.424, -1.420], [-1.911, 3.151, -2.693], [-1.440, 3.903, -1.144], [-4.492, 1.396, -1.853], [-5.825, -0.213, -3.148], [-4.828, -2.378, -3.848], [-2.496, -2.902, -3.253], [-2.354, -2.825, -0.275], [-2.463, -5.124, 0.633], [-0.644, -6.736, 0.167], [1.279, -6.047, -1.237], [1.380, -3.764, -2.164], [2.376, -1.273, -2.488], [3.743, -1.461, -4.538], [2.635, -1.829, -6.726], [0.174, -2.056, -6.836], [-1.181, -1.900, -4.792], [-4.284, 1.526, 0.688], [-4.842, 2.041, 3.035], [-3.031, 2.576, 4.648], [-0.684, 2.527, 3.923], [-0.635, 4.535, 2.084], [0.170, 6.845, 1.903], [2.401, 7.328, 0.948], [3.823, 5.462, 0.148], [3.013, 3.136, 0.311], [-0.023, 0.022, 3.561], [1.297, -0.879, 5.433], [3.659, -0.204, 5.738], [4.676, 1.426, 4.171], [3.356, 2.362, 2.334], [2.204, -2.089, 1.352], [1.009, -2.574, 2.013], [1.191, -3.821, 2.766], [0.252, -3.866, 3.947], [-1.154, -3.676, 3.440], [-1.244, -2.466, 2.625], [-2.578, -1.881, 2.508], [-0.195, -1.946, 1.907], [-0.383, -0.903, 1.221], [2.926, -1.721, 2.086], [1.966, -1.293, 0.688], [2.660, -2.897, 0.775], [2.225, -3.854, 3.104], [1.024, -4.678, 2.110], [0.504, -3.062, 4.640], [0.345, -4.818, 4.470], [-1.854, -3.574, 4.267], [-1.459, -4.546, 2.854], [-2.917, -1.513, 3.479], [-3.291, -2.636, 2.156], [-2.558, -1.055, 1.810], [3.474, 4.394, -3.039], [2.453, 3.509, -3.221], [2.242, 2.440, -2.332], [1.238, 1.603, -2.478], [0.438, 1.776, -3.540], [0.667, 2.811, -4.422], [1.655, 3.689, -4.267], [4.103, 4.325, -2.268], [3.579, 5.140, -3.701], [2.913, 2.266, -1.503], [-0.378, 1.084, -3.680], [0.026, 2.949, -5.288]], "largest_force_ev_per_a": 2.35, "charge": 1, "de_lowest_kj_mol": 199.39, "lumo_ev": -2.912, "e_homo_ha": -0.33436, "multiplicity": 1, "gap_ev": 6.19}

=====

No. 3
{"formula": "C47H51KN2", "method": "wB97M-V/def2-TZVPD", "symbols": ["K", "C", "C", "C", "C", "C", "C", "C", "C", "C", "C", "C", "C", "N", "C", "C", "C", "C", "C", "C", "C", "N", "C", "C", "C", "C", "C", "C", "C", "C", "C", "C", "C", "C", "H", "H", "H", "H", "H", "H", "H", "H", "H", "H", "H", "H", "H", "H", "H", "H", "H", "H", "H", "H", "H", "H", "H", "H", "H", "H", "H", "H", "H", "H", "H", "H", "H", "H", "H", "H", "H", "H", "H", "C", "C", "C", "C", "C", "C", "H", "H", "H", "H", "H", "C", "C", "C", "C", "C", "C", "C", "C", "C", "C", "H", "H", "H", "H", "H", "H", "H"], "coordinates": [[-0.009, -0.330, 1.136], [-4.154, 2.227, -3.044], [-3.398, 1.304, -4.001], [-3.477, -0.139, -3.498], [-1.956, 1.720, -4.201], [-1.519, 2.040, -5.473], [-0.194, 2.353, -5.725], [0.719, 2.294, -4.687], [0.330, 1.994, -3.394], [1.385, 1.833, -2.322], [2.237, 3.089, -2.142], [2.272, 0.628, -2.647], [-1.039, 1.748, -3.124], [-1.463, 1.351, -1.895], [-1.294, 1.948, -0.772], [-0.894, 3.297, -0.506], [-1.115, 4.319, -1.432], [-0.825, 5.634, -1.143], [-0.289, 5.950, 0.109], [-0.018, 4.972, 1.025], [-0.274, 3.596, 0.754], [0.132, 2.610, 1.528], [0.648, 2.798, 2.780], [2.003, 2.475, 3.029], [2.510, 2.582, 4.310], [1.734, 3.061, 5.351], [0.406, 3.368, 5.119], [-0.160, 3.210, 3.867], [-1.644, 3.427, 3.681], [-2.433, 2.459, 4.567], [-2.064, 4.873, 3.965], [2.895, 2.056, 1.883], [3.366, 0.608, 2.010], [4.104, 2.989, 1.757], [-5.194, 1.913, -2.963], [-4.130, 3.258, -3.394], [-3.706, 2.180, -2.057], [-3.891, 1.356, -4.983], [-2.987, -0.216, -2.532], [-2.981, -0.813, -4.195], [-4.515, -0.448, -3.391], [-2.230, 2.037, -6.293], [0.130, 2.609, -6.727], [1.765, 2.490, -4.891], [0.894, 1.625, -1.369], [2.773, 3.339, -3.057], [2.969, 2.927, -1.353], [1.613, 3.934, -1.863], [2.827, 0.789, -3.570], [1.657, -0.263, -2.763], [2.980, 0.458, -1.838], [-1.541, 1.347, 0.097], [-1.562, 4.063, -2.383], [-1.015, 6.415, -1.869], [-0.078, 6.988, 0.354], [0.423, 5.220, 1.983], [3.540, 2.313, 4.510], [2.164, 3.192, 6.336], [-0.198, 3.739, 5.939], [-1.892, 3.200, 2.640], [-2.293, 2.678, 5.625], [-2.111, 1.437, 4.380], [-3.498, 2.521, 4.349], [-1.833, 5.154, 4.992], [-3.138, 4.994, 3.813], [-1.543, 5.556, 3.298], [2.312, 2.145, 0.963], [4.078, 0.502, 2.825], [3.842, 0.281, 1.086], [2.540, -0.071, 2.201], [4.738, 2.922, 2.639], [3.784, 4.023, 1.652], [4.697, 2.719, 0.882], [3.337, -2.816, 3.840], [3.875, -3.017, 2.582], [3.087, -2.826, 1.457], [1.741, -2.404, 1.475], [1.242, -2.280, 2.791], [1.999, -2.473, 3.936], [3.946, -2.914, 4.738], [4.924, -3.309, 2.485], [3.554, -3.008, 0.486], [0.188, -2.024, 2.925], [1.549, -2.357, 4.921], [-3.626, -5.025, 1.498], [-2.538, -4.575, 0.734], [-2.239, -3.241, 0.684], [-3.002, -2.275, 1.369], [-2.654, -0.889, 1.245], [-3.518, -0.043, 1.932], [-4.602, -0.468, 2.713], [-4.894, -1.801, 2.830], [-4.110, -2.744, 2.140], [-4.389, -4.126, 2.188], [-3.854, -6.088, 1.539], [-1.937, -5.296, 0.190], [-1.393, -2.897, 0.102], [-3.366, 1.033, 1.865], [-5.215, 0.265, 3.237], [-5.727, -2.144, 3.441], [-5.232, -4.465, 2.786]], "largest_force_ev_per_a": 1.40, "charge": -2, "lumo_ev": 4.262, "e_homo_ha": -0.05540, "multiplicity": 1, "gap_ev": 5.77}

=====

No. 4
{"formula": "C47H51N7RuS2", "method": "wB97M-V/def2-TZVPD", "symbols": ["Ru", "C", "C", "C", "C", "C", "C", "C", "C", "C", "C", "C", "C", "C", "C", "C", "C", "N", "C", "C", "C", "N", "C", "C", "C", "N", "C", "C", "C", "C", "C", "C", "C", "C", "C", "C", "C", "C", "N", "C", "C", "H", "H", "H", "H", "H", "H", "H", "H", "H", "H", "H", "H", "H", "H", "H", "H", "H", "H", "H", "H", "H", "H", "H", "H", "H", "H", "H", "H", "H", "H", "H", "H", "H", "H", "H", "H", "H", "H", "H", "H", "H", "H", "H", "H", "N", "C", "C", "C", "C", "C", "C", "N", "C", "C", "C", "S", "C", "N", "H", "H", "H", "H", "H", "H", "H", "S", "C"], "coordinates": [[0.026, 0.157, -0.462], [4.797, 4.200, 0.909], [3.440, 4.654, 0.353], [2.354, 3.657, 0.618], [1.415, 3.689, 1.597], [1.239, 4.722, 2.666], [1.961, 4.339, 3.967], [0.618, 2.486, 1.463], [-0.444, 2.163, 2.266], [-1.198, 0.974, 2.210], [-2.270, 0.613, 3.080], [-2.831, 1.476, 4.169], [-2.103, 1.294, 5.507], [-2.635, -0.674, 2.741], [-1.790, -1.066, 1.663], [-1.776, -2.332, 1.044], [-0.993, -2.719, -0.005], [-0.164, -1.890, -0.745], [0.448, -2.688, -1.692], [1.441, -2.341, -2.583], [2.127, -1.121, -2.679], [1.721, 0.035, -1.958], [2.769, 0.986, -2.090], [2.868, 2.124, -1.274], [2.127, 2.445, -0.154], [1.074, 1.745, 0.393], [3.667, 0.504, -3.029], [3.273, -0.805, -3.387], [3.980, -1.749, -4.308], [4.932, -2.704, -3.570], [4.845, 1.277, -3.537], [6.107, 1.112, -2.679], [-0.041, -4.049, -1.560], [-0.906, -4.073, -0.519], [-1.625, -5.275, 0.013], [-3.009, -5.460, -0.617], [0.388, -5.214, -2.400], [1.652, -5.889, -1.849], [-0.943, -0.046, 1.341], [-3.675, -1.546, 3.377], [-3.074, -2.560, 4.361], [5.574, 4.941, 0.701], [5.098, 3.248, 0.469], [4.741, 4.065, 1.991], [3.530, 4.826, -0.722], [3.168, 5.610, 0.806], [0.176, 4.864, 2.871], [1.624, 5.679, 2.308], [1.604, 3.373, 4.332], [1.794, 5.089, 4.744], [3.036, 4.256, 3.798], [-0.706, 2.876, 3.040], [-3.890, 1.243, 4.304], [-2.775, 2.527, 3.873], [-2.204, 0.267, 5.862], [-2.511, 1.960, 6.271], [-1.037, 1.506, 5.396], [-2.447, -3.082, 1.451], [1.814, -3.140, -3.212], [3.691, 2.792, -1.501], [4.548, -1.172, -5.041], [3.242, -2.333, -4.863], [5.729, -2.147, -3.073], [5.393, -3.408, -4.266], [4.394, -3.273, -2.808], [4.575, 2.333, -3.588], [5.060, 0.957, -4.559], [5.921, 1.435, -1.652], [6.929, 1.707, -3.084], [6.425, 0.069, -2.651], [-1.730, -5.193, 1.096], [-1.020, -6.163, -0.183], [-3.623, -4.581, -0.430], [-3.518, -6.330, -0.195], [-2.928, -5.598, -1.697], [0.568, -4.880, -3.424], [-0.423, -5.942, -2.445], [2.479, -5.178, -1.802], [1.956, -6.728, -2.480], [1.475, -6.262, -0.839], [-4.234, -2.079, 2.602], [-4.395, -0.919, 3.909], [-2.333, -3.191, 3.864], [-3.848, -3.206, 4.782], [-2.571, -2.047, 5.182], [-4.242, 1.914, -0.192], [-4.739, 0.671, -0.472], [-6.014, 0.133, -0.338], [-6.196, -1.142, -0.829], [-5.143, -1.833, -1.445], [-3.874, -1.294, -1.548], [-3.660, -0.019, -1.023], [-2.518, 0.785, -1.045], [-2.935, 1.953, -0.580], [-2.252, 3.252, -0.519], [-2.790, 4.381, 0.023], [-1.750, 5.705, -0.223], [-0.653, 4.658, -1.040], [-1.034, 3.429, -1.111], [-4.758, 2.684, 0.190], [-6.831, 0.699, 0.092], [-7.175, -1.603, -0.770], [-5.339, -2.810, -1.866], [-3.074, -1.823, -2.049], [-3.727, 4.511, 0.548], [0.277, 5.033, -1.457], [-0.112, 0.989, -3.779], [0.396, 0.509, -2.344]], "largest_force_ev_per_a": 1.74, "lumo_ev": [-0.345, -1.065], "e_homo_ha": [-0.18156, -0.23914], "multiplicity": 5, "gap_ev": [4.60, 5.44]}